Entry 1:
{"formula": "CH25O15", "method": "ωB97M-V/def2-TZVPD", "symbols": ["C", "O", "O", "O", "H", "O", "H", "H", "O", "H", "H", "O", "H", "H", "O", "H", "H", "O", "H", "H", "O", "H", "H", "O", "H", "H", "O", "H", "H", "O", "H", "H", "O", "H", "H", "O", "H", "H", "O", "H", "H"], "xyz": [[-17.790164, 9.159031, -3.703184], [-16.851335, 9.356407, -2.933839], [-17.902005, 10.037982, -4.725157], [-18.618786, 8.194339, -3.603739], [-17.242960, 10.767348, -4.820236], [-15.268991, 9.834063, -0.953238], [-14.924191, 9.081567, -0.428217], [-15.722655, 9.436806, -1.734410], [-18.578888, 5.120190, -2.752024], [-19.360630, 5.603576, -2.468410], [-17.935331, 5.744416, -2.441227], [-17.096652, 8.520357, -7.348898], [-16.420137, 8.824950, -6.730137], [-17.005042, 9.172315, -8.038402], [-19.951866, 11.701790, -5.376682], [-20.163095, 11.719542, -4.437948], [-19.260274, 11.018956, -5.401704], [-20.720018, 9.115504, -2.089280], [-21.568459, 8.704611, -2.302422], [-20.088255, 8.566523, -2.558698], [-16.872126, 12.038666, -2.674246], [-16.674360, 11.084709, -2.823539], [-17.799168, 12.168228, -2.524056], [-18.108509, 13.713727, -5.083564], [-18.763027, 13.035847, -5.124844], [-18.255250, 14.020962, -4.172873], [-16.445234, 6.742513, -1.979173], [-16.506690, 6.748351, -1.033967], [-16.873875, 7.554680, -2.263781], [-20.880999, 8.965592, -5.444219], [-21.230673, 9.844136, -5.441835], [-20.170031, 8.960338, -4.846472], [-18.083965, 9.697609, -0.161108], [-17.151297, 9.743806, -0.179143], [-18.307888, 9.952383, -1.054219], [-18.278034, 6.557975, -5.690416], [-18.338741, 7.078075, -4.876970], [-17.665145, 5.857979, -5.547792], [-15.939850, 11.499432, -6.073650], [-15.122815, 11.431329, -5.522065], [-16.290856, 12.370244, -5.972167]], "forces_ev_per_a": [[-1.10, -1.26, -0.36], [1.21, 0.19, 0.75], [-1.12, 0.07, -0.82], [0.83, 2.04, -0.48], [0.16, -0.93, 0.45], [0.32, -0.92, 0.51], [-0.24, 0.64, -0.65], [0.39, 0.19, 0.58], [-1.04, -0.42, 0.18], [-0.50, -0.29, -0.32], [1.48, 0.41, 0.07], [0.51, 0.05, 0.06], [-0.27, -0.22, 0.21], [-0.15, 0.36, -0.53], [-0.06, 0.36, 0.17], [-0.29, -0.08, 0.14], [-0.08, -0.36, -0.18], [-0.84, 0.17, 0.28], [0.15, 0.23, 0.04], [0.65, -0.22, -0.33], [1.19, 0.25, -0.37], [-0.56, 0.45, 0.48], [-0.58, -0.39, 0.14], [0.84, 1.34, 0.85], [-1.17, -1.23, -0.80], [0.61, 0.15, -0.43], [0.38, -0.55, -0.39], [-0.10, 0.03, 0.82], [-0.13, 0.56, -0.17], [-1.70, -0.88, -1.36], [-0.15, 0.79, -0.03], [1.69, -0.26, 1.29], [-1.68, -0.18, 0.43], [1.96, 0.25, 0.05], [-0.36, -0.06, -0.30], [-0.63, 0.43, -0.73], [-0.08, -0.25, 0.06], [0.58, -0.73, 0.45], [1.31, -1.42, 0.48], [-1.08, 0.38, -0.61], [-0.32, 1.28, 0.38]], "homo_ev": -6.919, "total_energy_ha": -1181.8349, "orbital_gap_ev": 9.5, "total_charge": -1}

=====

Entry 2:
{"formula": "C26H35N2O4Sb2Ti", "method": "ωB97M-V/def2-TZVPD", "symbols": ["Ti", "C", "C", "O", "C", "C", "C", "N", "N", "C", "O", "C", "C", "C", "C", "C", "C", "H", "H", "H", "H", "H", "H", "H", "H", "H", "H", "H", "H", "C", "Sb", "C", "C", "C", "C", "C", "C", "C", "C", "C", "Sb", "C", "C", "H", "H", "H", "H", "H", "H", "H", "H", "H", "H", "H", "H", "H", "H", "H", "H", "H", "H", "H", "H", "C", "C", "O", "O", "H", "H", "H"], "xyz": [[8.707949, 10.424129, 11.537831], [12.735010, 9.523533, 12.896922], [11.575723, 10.362311, 12.341503], [10.470595, 9.776696, 12.302236], [11.874261, 11.618641, 11.915237], [10.989591, 12.577292, 11.284982], [11.495905, 13.917855, 10.956537], [9.766176, 12.202283, 10.893782], [9.068612, 13.127028, 10.092370], [7.850836, 12.593345, 9.800851], [7.540065, 11.387104, 10.191126], [6.961927, 13.446738, 9.022112], [7.186090, 14.851807, 8.772911], [6.327328, 15.608128, 7.964743], [5.171323, 15.018124, 7.428532], [4.892576, 13.704359, 7.754603], [5.785327, 12.935455, 8.493640], [13.119487, 10.045072, 13.781452], [13.524919, 9.429415, 12.216491], [12.452873, 8.552340, 13.272764], [12.891405, 11.961715, 12.095470], [12.604802, 13.977897, 11.198488], [10.885944, 14.643824, 11.482001], [11.460316, 14.180662, 9.903310], [8.088317, 15.381787, 9.050350], [6.621005, 16.588673, 7.629031], [4.540102, 15.508932, 6.664365], [4.051579, 13.184213, 7.354940], [5.590937, 11.839739, 8.605385], [12.592732, 7.915475, 7.843780], [11.603573, 9.499638, 9.002424], [13.100670, 10.992427, 8.227439], [10.182503, 10.339109, 7.584508], [9.664306, 9.413016, 6.508818], [10.533086, 9.057207, 5.498726], [10.123565, 8.310002, 4.427929], [8.783661, 7.948922, 4.280590], [7.900915, 8.317978, 5.294674], [8.286206, 9.071993, 6.409057], [7.389069, 9.416885, 7.501827], [8.175300, 8.485156, 9.284163], [8.509798, 6.631652, 8.260600], [6.258663, 7.945745, 10.073643], [13.211478, 8.277584, 7.106210], [11.938220, 7.108588, 7.424717], [13.190385, 7.420130, 8.663445], [12.760216, 11.311452, 7.133944], [14.150548, 10.753721, 8.248890], [13.083872, 11.932479, 8.772392], [10.734286, 11.152553, 7.088197], [9.372391, 10.744061, 8.164604], [11.570678, 9.435603, 5.505414], [10.829631, 8.071365, 3.655818], [8.466195, 7.421794, 3.358732], [6.842688, 8.135358, 5.096845], [6.384957, 8.950495, 7.484677], [7.261762, 10.482007, 7.614786], [9.630827, 6.576001, 8.145550], [7.923394, 6.542442, 7.343730], [8.221425, 5.789704, 8.877992], [5.460070, 7.639428, 9.338153], [5.732133, 8.755859, 10.596574], [6.358982, 7.073806, 10.691908], [6.454978, 8.421031, 14.184267], [7.256151, 9.141789, 13.166878], [7.789555, 8.542044, 12.213482], [7.528965, 10.368139, 13.368030], [5.419310, 8.707290, 14.094687], [6.760561, 8.903708, 15.104575], [6.633307, 7.320016, 14.152953]], "forces_ev_per_a": [[0.44, -0.27, 0.14], [-0.91, 0.98, 1.61], [1.73, -1.05, 0.50], [-1.74, -0.43, -0.27], [-0.11, 1.96, -0.35], [-0.74, -2.09, -0.68], [1.97, 0.56, -0.06], [0.76, 0.61, 0.26], [-1.96, -1.32, 0.12], [3.58, 0.32, 1.27], [-0.99, 1.01, -0.70], [-0.86, 1.90, -0.59], [-0.14, -0.40, -0.62], [-0.17, -1.32, -0.13], [-0.12, 0.16, -0.34], [0.65, -0.19, -0.02], [-0.16, -1.29, 0.20], [0.19, 0.07, -0.11], [1.18, -0.15, -1.16], [-0.49, -0.33, -0.27], [-0.17, -0.02, -0.04], [-1.39, 0.16, 0.21], [0.17, 0.42, 0.16], [-0.44, -0.21, -0.23], [0.12, -0.53, 0.48], [0.04, 0.28, 0.25], [0.39, -0.01, 0.75], [-0.62, -0.04, -0.33], [0.11, 1.11, 0.12], [-1.66, -1.97, 2.41], [1.25, 0.77, -0.61], [-1.30, 0.91, -1.76], [0.17, -0.35, -0.82], [-0.59, 0.90, 0.27], [0.90, 0.28, -0.02], [-0.62, -0.37, -0.81], [0.45, -0.05, 0.05], [-0.56, 0.26, -0.78], [1.45, -0.74, -1.02], [-1.29, -0.39, 0.70], [-0.69, -0.03, 0.30], [0.96, -0.37, 0.16], [-1.98, -0.07, -1.13], [1.43, 0.90, -1.65], [0.33, 0.83, 0.33], [-0.33, 0.44, -0.92], [0.95, -0.93, 2.08], [0.38, -0.72, -0.23], [-0.50, 0.11, 0.39], [-0.30, -0.19, 0.32], [-0.16, 0.44, 0.26], [-0.56, -0.32, 0.23], [0.24, -0.14, -0.30], [0.04, 0.33, 0.84], [0.13, -0.10, 0.45], [0.44, 0.27, -0.62], [0.07, 0.37, 0.31], [-1.24, -0.11, -0.47], [0.48, 0.17, -0.13], [-0.03, -0.13, 0.42], [1.06, 0.22, -0.07], [0.66, -0.13, 0.24], [0.22, -0.15, 0.66], [0.08, -0.43, 0.36], [1.13, 0.78, 0.52], [0.05, -0.59, -0.40], [-0.66, 0.15, -0.06], [-0.54, -0.28, -0.26], [0.13, -0.43, 0.52], [-0.32, 0.98, 0.10]], "homo_ev": [-2.280, -4.068], "spin_multiplicity": 3, "total_energy_ha": -2752.2367, "orbital_gap_ev": [5.0, 6.8], "total_charge": -1}

=====

Entry 3:
{"formula": "C8H21O6PSi", "method": "ωB97M-V/def2-TZVPD", "symbols": ["O", "O", "O", "O", "O", "O", "C", "C", "C", "C", "C", "C", "C", "C", "Si", "P", "H", "H", "H", "H", "H", "H", "H", "H", "H", "H", "H", "H", "H", "H", "H", "H", "H", "H", "H", "H", "H"], "xyz": [[0.771870, -1.807987, -2.026718], [0.880264, 0.234078, 3.192012], [0.333678, 2.696206, 2.237796], [1.843052, 0.979940, 0.694399], [-1.261616, -2.789363, -3.367200], [-1.526483, -0.497158, -2.005617], [2.229227, 0.072147, 3.599546], [-0.506164, 2.982545, 3.297407], [2.219506, -0.339887, 0.466679], [-1.822913, -3.452908, -2.285098], [-0.994029, 0.735957, -1.529854], [-1.418659, 1.102048, -0.113430], [-0.872438, 0.240208, 1.027178], [0.033319, -0.441976, -4.224243], [0.601991, 1.111229, 1.784617], [-0.500461, -1.474420, -2.819198], [2.743069, 1.032948, 3.418621], [2.216361, -0.169143, 4.648199], [2.711053, -0.731506, 3.041824], [-1.509860, 2.639553, 3.042586], [-0.155708, 2.505103, 4.201182], [-0.404778, 4.064953, 3.442637], [3.271458, -0.504939, 0.735072], [1.628571, -1.012583, 1.071746], [2.101756, -0.658919, -0.571874], [-2.755014, -2.956842, -1.993218], [-1.082278, -3.485360, -1.469940], [-2.052790, -4.487479, -2.577098], [-1.366491, 1.511146, -2.248321], [0.090545, 0.721212, -1.615799], [-1.112306, 2.152391, 0.082427], [-2.510912, 1.124208, -0.094330], [-0.640578, -0.761415, 0.639813], [-1.581369, 0.183871, 1.857700], [0.522257, 0.469927, -3.839479], [0.702490, -0.914410, -4.917589], [-0.825621, -0.073374, -4.782433]], "forces_ev_per_a": [[-3.04, 0.38, -1.20], [-0.14, 0.29, -1.05], [1.50, -1.59, -2.10], [-0.55, 1.74, 0.78], [0.56, 2.60, -0.73], [-0.11, -2.03, -0.56], [-0.12, 0.76, -0.24], [-0.14, 0.70, 0.45], [0.98, -1.34, -0.53], [-0.86, -1.69, 1.42], [0.19, 1.48, -0.47], [-0.61, 0.51, -0.05], [0.30, 0.53, -0.03], [-1.08, 0.48, 0.15], [-0.13, -0.79, 0.57], [4.34, 0.79, 0.89], [0.34, -0.52, 0.31], [0.22, -0.03, 0.44], [0.10, 0.05, 0.06], [-0.32, 0.40, 0.41], [-0.10, -0.29, 0.41], [-0.68, -0.18, 0.11], [-0.12, 0.21, 0.04], [-0.16, -0.54, 0.14], [-0.18, 0.31, 0.05], [0.19, -0.16, 0.23], [-0.49, -0.07, 0.04], [0.10, 0.36, -0.01], [0.27, -0.42, 0.68], [0.19, -0.05, 0.18], [-0.19, -0.36, -0.54], [-0.06, -0.07, -0.03], [0.00, 0.13, 0.47], [-0.24, -0.33, -0.23], [-0.08, -0.62, 0.16], [0.32, -0.51, -0.07], [-0.19, -0.11, -0.14]], "homo_ev": -9.789, "total_energy_ha": -1399.8713, "orbital_gap_ev": 10.6, "total_charge": 0}

=====

Entry 4:
{"formula": "C2H5HgLiO", "method": "ωB97M-V/def2-TZVPD", "symbols": ["H", "O", "C", "C", "H", "H", "H", "H", "Hg", "Li"], "xyz": [[-1.822398, -1.104633, -0.388041], [1.300934, -0.123966, -0.197842], [0.112129, 0.594046, -0.317031], [-1.043910, -0.079824, 0.381131], [-0.157625, 0.745449, -1.382698], [0.217499, 1.620757, 0.100704], [-1.936046, 0.545498, 0.505311], [-0.793489, -0.524844, 1.354632], [1.257841, -2.253726, -0.295819], [2.865063, 0.581244, 0.239649]], "forces_ev_per_a": [[2.94, 2.65, 2.08], [0.32, 0.51, 0.07], [-1.13, 0.07, -0.77], [-3.28, -2.55, -1.53], [0.17, -0.04, 0.38], [0.18, -0.53, 0.05], [0.48, 0.27, 0.11], [0.00, 0.04, -0.43], [0.04, -0.26, -0.02], [0.28, -0.15, 0.05]], "homo_ev": [-3.743, -10.430], "spin_multiplicity": 3, "total_energy_ha": -315.2301, "orbital_gap_ev": [3.8, 7.9], "total_charge": 0}